DFT (wB97M-V/def2-TZVPD) results for a 7-piece molecular cluster, C17H51N3O8 overall in a non-equilibrium geometry.

Summary:
HOMO level ... -0.314 Eh
Electronic energy ... -39302.215 eV
Energy relative to the best compared isomer or geometry (same formula, charge and spin) ... 47.3 kcal per mole
Orbital gap ... 9.143 eV
LUMO energy ... 0.594 eV
SMILES ... COC[C@H](C)N.COC[C@H](C)N.COC[C@H](C)N.OCCO.CO.CO.CO

Each line ends with the Mulliken charge.
Element x y z (Å)
O (11.5406, 11.4568, 10.8424)  -0.412
O (11.3096, 8.5499, 13.6366)  -0.156
O (10.2806, 10.9989, 14.3650)  -0.076
O (12.9996, 8.3555, 17.4661)  -0.435
O (5.7632, 8.8419, 13.7580)  -0.385
O (8.4340, 8.9658, 15.0237)  -0.498
O (7.6926, 9.6433, 8.3393)  -0.221
O (14.0886, 8.5607, 13.2949)  -0.413
N (12.2973, 14.1717, 11.1085)  -0.735
N (12.0377, 11.8707, 16.9809)  -0.678
N (5.0542, 9.6760, 10.9614)  -0.706
C (12.3261, 9.4644, 16.8691)  0.130
C (8.8998, 11.2921, 14.6856)  -0.092
C (14.8470, 7.4221, 12.8669)  -0.737
C (12.3894, 10.6743, 17.7611)  0.130
C (10.6720, 12.4309, 11.4045)  0.157
C (7.3714, 8.7835, 10.9168)  -0.982
C (11.5071, 10.4495, 18.9847)  -1.458
C (8.3116, 10.2745, 15.5852)  -0.248
C (6.3948, 9.8661, 10.3852)  0.504
C (10.3410, 14.5660, 12.5998)  -1.308
C (7.8399, 10.1875, 7.0283)  -0.879
C (11.0502, 7.2088, 13.2660)  -0.765
C (4.8657, 8.3528, 14.6889)  -0.827
C (10.7409, 10.3450, 10.4425)  -0.208
C (12.7697, 7.1511, 16.7206)  -0.383
C (6.4117, 9.7722, 8.8283)  -0.802
C (11.4336, 13.5730, 12.0622)  0.384
H (7.2581, 10.5344, 15.8380)  0.339
H (11.7555, 11.1105, 19.8144)  0.324
H (10.3136, 7.0906, 12.4393)  0.134
H (10.1538, 10.0432, 11.3184)  -0.033
H (12.9592, 9.7796, 16.0355)  0.080
H (5.8387, 8.8973, 8.4648)  0.250
H (15.7501, 7.4092, 13.4549)  0.314
H (8.9114, 10.1118, 6.8799)  0.246
H (4.4096, 10.4208, 10.5657)  0.278
H (8.3493, 11.4017, 13.7144)  0.100
H (10.4312, 10.0370, 14.1305)  0.225
H (13.0359, 7.2355, 15.6083)  0.007
H (11.3303, 9.1856, 16.5306)  0.040
H (15.0467, 7.5206, 11.7821)  0.286
H (4.1358, 7.7424, 14.1707)  0.344
H (12.8620, 13.4264, 10.6553)  0.316
H (11.9678, 6.7576, 12.8160)  0.218
H (7.6883, 8.7371, 14.4807)  0.239
H (9.9766, 12.7667, 10.6202)  0.346
H (6.0112, 10.6905, 8.4414)  0.419
H (10.7660, 6.6241, 14.1556)  0.266
H (11.7543, 14.6888, 10.3769)  0.283
H (10.0643, 10.5938, 9.5773)  0.129
H (8.3678, 8.9002, 10.4034)  0.163
H (12.7916, 12.2545, 16.4225)  0.291
H (4.6446, 8.7601, 10.6141)  0.287
H (12.2709, 8.6926, 13.4763)  0.188
H (10.6558, 15.5415, 12.9795)  0.415
H (7.3799, 9.5665, 6.2614)  0.331
H (6.6942, 10.8604, 10.6995)  0.268
H (10.5205, 10.5434, 18.6629)  0.366
H (13.3920, 10.8234, 18.1037)  0.464
H (8.9480, 10.1415, 16.5069)  -0.151
H (5.3790, 7.7303, 15.4499)  0.224
H (11.4702, 9.5512, 10.1713)  0.305
H (7.5894, 8.8733, 11.9894)  -0.004
H (11.6633, 6.9410, 16.7013)  0.214
H (9.9745, 11.9375, 12.1287)  -0.331
H (14.5470, 9.3937, 13.2502)  0.219
H (9.7283, 14.1832, 13.4738)  0.155
H (12.0910, 13.1723, 12.7998)  0.224
H (11.4711, 9.4248, 19.3095)  0.338
H (7.1071, 7.7510, 10.7930)  0.430
H (13.3447, 6.3448, 17.1840)  0.337
H (9.6799, 14.9264, 11.7987)  0.353
H (5.3149, 8.9628, 12.9080)  0.365
H (11.2747, 11.6168, 16.3437)  0.154
H (14.3236, 6.4762, 13.0753)  0.285
H (8.7558, 12.2905, 15.1442)  0.369
H (4.3988, 9.2390, 15.0769)  0.314
H (7.4215, 11.1918, 6.9189)  0.377

Cartesian forces (eV/Å) of the 2 atoms listed first:
-0.6 0.1 0.1
0.5 0.0 -0.4



DFT (wB97M-V/def2-TZVPD) results for ClCu as an isolated structure in a non-equilibrium geometry.

Summary:
HOMO level (spin up / spin down) ... -0.646 / -0.632 Eh
2S+1 ... 2
<S²> ... 0.77
Electronic energy ... -57150.990 eV
Energy relative to the best compared isomer or geometry (same formula, charge and spin) ... 12.2 kcal per mole
Net charge ... +1
Orbital gap (spin up / spin down) ... 9.845 / 6.557 eV
LUMO energy (spin up / spin down) ... -7.724 / -10.639 eV

Each line ends with the Mulliken charge.
Element x y z (Å)
Cu (-1.1366, 0.4748, 0.0779)  0.910
Cl (1.1366, -0.4748, -0.0779)  0.090

Cartesian forces, eV/Å:
1.0 -0.4 -0.1
-1.0 0.4 0.1



> What is the formula in the first record?

C17H51N3O8



> Among the records above, which one has the lowest electronic energy?

ClCu